C5H42N3O13 | ωB97M-V with the def2-TZVPD basis set

Geometry as ORCA input:
```
! wB97M-V def2-TZVPD RIJCOSX def2/J DEFGRID3
* xyz 1 1
N 1.5596 2.7967 0.7727
C 0.5709 3.2959 -0.2128
C 0.8802 2.9087 -1.7028
N 1.1975 1.4884 -1.7730
C 0.2794 0.4629 -1.2143
C 0.9923 -0.3120 -0.1345
N 2.2823 -0.8955 -0.5304
C 2.1236 -1.7500 -1.6920
H 2.1433 1.9971 0.3791
H 2.2728 3.5507 1.0080
H 0.9767 2.4478 1.5920
H -0.4118 2.8748 -0.0010
H 0.4857 4.3754 -0.1245
H 0.0168 3.3215 -2.2634
H 1.7972 3.4179 -2.1132
H 1.2932 1.2024 -2.7778
H -0.6738 0.9067 -0.8381
H -0.0845 -0.1496 -2.0713
H 1.2236 0.4707 0.6793
H 0.2293 -0.9511 0.4302
H 2.6380 -1.4686 0.2743
H 1.4539 -2.6426 -1.7250
H 3.0648 -2.2989 -1.9914
H 1.7864 -1.2945 -2.6108
H -2.6079 2.6830 2.0590
H -2.8244 1.2727 1.5284
O -2.1274 1.9070 1.8000
H 3.5872 0.6849 1.8570
H 4.2200 1.4372 0.6025
O 3.4886 1.4758 1.3002
H -3.9382 -2.1241 -3.4851
H -3.3479 -1.3503 -2.3358
O -3.1013 -2.0519 -2.9311
H 3.5480 1.4795 -1.7719
H 3.7836 0.2450 -0.8604
O 4.1876 1.1067 -1.2003
H -0.5747 2.1780 2.6959
H 0.4425 1.2814 3.4316
O 0.3390 2.2370 3.0938
H 0.7021 -0.5846 4.2343
H 1.3067 -1.0642 2.8680
O 0.7119 -0.4378 3.2773
H -3.9611 0.3760 -0.8263
H -3.4618 1.1745 -1.9644
O -3.9088 0.3310 -1.7970
H -1.9737 -1.7634 2.7924
H -3.4876 -2.0597 3.3000
O -2.9366 -1.7710 2.5565
H 1.4611 -4.6786 0.5201
H 0.4704 -3.5824 0.9626
O 1.0687 -4.2804 1.2765
H 1.9569 -3.0493 2.0435
H 3.3395 -2.3158 2.7776
O 2.4824 -2.2687 2.3461
H -3.4945 -0.6755 1.1215
H -4.9063 0.1906 0.9607
O -3.9370 0.1411 0.8179
H -2.3528 -2.8830 -0.8577
H -3.3979 -3.0575 0.2618
O -2.5320 -2.6257 0.0414
H -2.0262 -0.9609 -4.0273
H -2.5408 -0.0195 -5.1220
O -1.7544 -0.3519 -4.7068
*
```

LUMO level	-0.088	hartree
electronic energy	-36949.0196	eV

---

C34H94O18 | ωB97M-V with the def2-TZVPD basis set

Geometry as ORCA input:
```
! wB97M-V def2-TZVPD RIJCOSX def2/J DEFGRID3
* xyz 0 1
C 0.1079 2.7874 3.0357
C -1.3181 2.5703 3.4807
C -1.7791 1.1589 3.1079
O -1.4996 2.6038 4.9137
H 0.2493 2.6983 1.9697
H 0.7178 2.0417 3.5758
H 0.4797 3.7742 3.2961
H -1.9739 3.2811 2.9531
H -1.5855 0.9484 2.0343
H -2.8478 1.0630 3.3263
H -1.2107 0.4579 3.7040
H -1.1655 3.4638 5.1880
C 2.6585 -2.6900 5.1030
C 2.9020 -2.2724 3.6624
C 2.3618 -0.8346 3.5009
O 4.2522 -2.3294 3.2786
H 1.5772 -2.7096 5.1859
H 3.0962 -1.9619 5.7651
H 3.0996 -3.6606 5.3228
H 2.3110 -2.8718 2.9738
H 2.5474 -0.4103 2.4965
H 2.8742 -0.1825 4.1995
H 1.2970 -0.8807 3.7674
H 4.6622 -3.0878 3.7153
C -5.9917 -2.7435 0.5462
C -5.2101 -2.1964 -0.6331
C -4.6204 -3.2992 -1.4687
O -6.0062 -1.3270 -1.4386
H -5.2981 -3.3936 1.0828
H -6.7731 -3.4178 0.1539
H -6.4739 -1.9825 1.1502
H -4.4628 -1.5198 -0.1948
H -4.0334 -3.9546 -0.8408
H -3.9953 -2.8965 -2.2706
H -5.4069 -3.9147 -1.9389
H -6.7271 -1.8665 -1.7584
C -1.8938 5.6888 0.5842
C -0.9235 5.0781 -0.3896
C 0.4949 5.5330 -0.0847
O -1.1086 3.6968 -0.3402
H -2.9253 5.4524 0.3068
H -1.7618 6.7677 0.5805
H -1.7551 5.3547 1.6333
H -1.2051 5.4560 -1.3901
H 0.6321 6.5901 -0.3388
H 1.2059 4.9520 -0.6742
H 0.7299 5.3206 0.9725
H -0.5106 3.2526 -0.9723
C -4.5025 1.7281 0.2557
C -5.5078 1.2432 1.3393
C -5.7225 2.3142 2.3753
O -6.7686 0.9988 0.7104
H -4.4862 1.0874 -0.6328
H -3.4951 1.8429 0.6731
H -4.9367 2.6773 -0.0666
H -5.1989 0.2835 1.7722
H -6.1378 3.1666 1.8329
H -4.7973 2.4482 2.9720
H -6.5134 1.9433 3.0027
H -6.6816 0.2827 0.0612
C 5.2899 2.9346 2.1621
C 4.4949 2.2193 1.1141
C 3.2458 3.0663 0.7817
O 5.3503 2.1623 -0.0358
H 5.3445 4.0000 1.9026
H 6.3001 2.5414 2.2405
H 4.7987 2.8213 3.1298
H 4.2776 1.1895 1.4380
H 3.5779 4.0956 0.7049
H 2.4976 3.0154 1.5769
H 2.7997 2.7248 -0.1526
H 4.9573 1.6959 -0.7969
C -0.9155 -4.2565 3.9772
C -1.8856 -3.1055 3.8634
C -1.9199 -2.5320 2.4576
O -3.2316 -3.5039 4.2463
H -0.8622 -4.6134 5.0069
H 0.1076 -4.0497 3.6135
H -1.3073 -5.1370 3.4011
H -1.6898 -2.3499 4.6316
H -2.1079 -3.2951 1.6819
H -0.9807 -2.0035 2.2713
H -2.6904 -1.7700 2.3702
H -3.5622 -4.1945 3.6563
C 0.7056 0.1181 -0.2130
C -0.2473 -0.8022 -1.0136
C -1.6565 -0.4764 -0.5893
O -0.1740 -0.6459 -2.4365
H 0.4407 1.1220 -0.5244
H 1.7525 -0.0507 -0.4361
H 0.4734 0.0392 0.8607
H -0.0337 -1.8793 -0.8356
H -1.7164 -0.3171 0.4796
H -2.3492 -1.2760 -0.8224
H -1.9009 0.4498 -1.1050
H -0.5796 0.2105 -2.7202
C 3.8716 3.3398 -3.1999
C 3.7932 1.9415 -3.5362
O 3.6845 1.1775 -2.3014
O 2.5497 3.8173 -2.9443
H 4.2621 4.0098 -3.9790
H 4.5673 3.4191 -2.3437
H 4.7212 1.5809 -4.0173
H 2.9879 1.6810 -4.2528
H 3.4542 0.2640 -2.5667
H 2.6496 4.6074 -2.4090
C -1.8524 -4.9945 -3.1765
C -1.3058 -3.7291 -2.6330
O -1.5708 -2.7245 -3.5982
O -1.2741 -5.2672 -4.4352
H -2.9380 -4.9682 -3.2776
H -1.6038 -5.8276 -2.5117
H -0.2391 -3.8981 -2.4738
H -1.7526 -3.4980 -1.6581
H -1.0671 -1.9687 -3.2683
H -1.3648 -4.4163 -4.8956
C 5.5294 -2.5486 0.1124
C 4.2114 -2.7797 -0.6063
O 4.4473 -3.9890 -1.3827
O 6.6358 -2.5900 -0.7745
H 5.5797 -3.4176 0.7823
H 5.4528 -1.6275 0.7124
H 3.8329 -1.9381 -1.2013
H 3.4407 -3.0757 0.0974
H 5.3276 -3.8696 -1.7729
H 7.4432 -2.4432 -0.2683
C -0.6104 3.2043 -3.4915
C -1.9579 2.6443 -3.3441
O -1.8416 1.2157 -3.5359
O 0.1856 2.6365 -2.4433
H -0.6186 4.2776 -3.3548
H -0.1232 2.9636 -4.4513
H -2.5965 3.0867 -4.1179
H -2.3373 2.9255 -2.3376
H -2.7468 0.8961 -3.6189
H 1.1048 2.9276 -2.5581
C 2.4442 -2.4267 -3.5741
C 3.6089 -2.9019 -4.3747
O 3.4300 -2.5307 -5.7312
O 2.4533 -0.9823 -3.4266
H 2.4540 -2.8745 -2.5638
H 1.5301 -2.8080 -4.0363
H 3.7295 -3.9918 -4.2636
H 4.5598 -2.4736 -4.0117
H 2.6297 -3.0544 -5.9578
H 1.5797 -0.7526 -3.0418
*
```

LUMO level	0.015	hartree
electronic energy	-73635.5803	eV

---

C17H20CoNO8 | ωB97M-V with the def2-TZVPD basis set

Geometry as ORCA input:
```
! wB97M-V def2-TZVPD RIJCOSX def2/J DEFGRID3
* xyz -1 4
Co 0.4353 -0.5640 -0.7229
O 1.4731 3.3146 -0.1729
C 1.0909 2.2044 0.1668
O 0.2765 1.4736 -0.4799
C 1.5335 1.6545 1.5573
C 0.3814 0.8357 2.1567
C 0.6396 0.5806 3.6507
C 1.7447 -0.4884 3.5769
C 1.9039 -0.6402 2.0518
O 0.5757 -0.4480 1.5834
C 2.6546 0.5859 1.4980
C 3.2216 0.3079 0.0705
O 4.3916 0.5909 -0.1456
O 2.4465 -0.2351 -0.7712
H 1.8263 2.5074 2.1740
H -0.6096 1.2183 1.9097
H -0.2598 0.1926 4.1292
H 0.9497 1.4866 4.1707
H 1.4197 -1.4304 4.0162
H 2.6715 -0.1779 4.0560
H 2.2662 -1.6098 1.7213
H 3.5104 0.8689 2.1170
O 0.8197 -0.2913 -3.0051
C 0.3065 0.8227 -3.7177
C -1.0623 1.2227 -3.1664
C -1.9914 -0.0003 -3.0309
C -2.4389 -0.2261 -1.6147
C -3.6821 0.2102 -1.1894
C -4.1154 -0.0735 0.0982
C -3.2834 -0.8344 0.9104
C -2.0580 -1.2364 0.4221
N -1.6100 -0.9047 -0.8000
H 1.7580 -0.1647 -2.7982
H 0.2162 0.5232 -4.7744
H 0.9819 1.6800 -3.6515
H -1.5063 1.9841 -3.8107
H -0.8934 1.6566 -2.1823
H -1.4464 -0.8916 -3.3461
H -2.8686 0.1241 -3.6678
H -4.3239 0.7454 -1.8760
H -5.0869 0.2544 0.4394
H -3.6013 -1.1394 1.8956
H -1.3963 -1.8720 1.0005
O 0.3966 -3.3230 1.0920
C 0.6799 -3.4419 -0.0895
O 0.6506 -2.5871 -1.0048
H 1.0105 -4.4628 -0.4482
*
```

LUMO level (alpha / beta)	0.099 / 0.099	hartree
electronic energy	-73455.3832	eV

---

C15H8CaCl5N2O9 | ωB97M-V with the def2-TZVPD basis set

Geometry as ORCA input:
```
! wB97M-V def2-TZVPD RIJCOSX def2/J DEFGRID3
* xyz -1 1
Ca 0.6697 -0.3808 0.8048
Cl -1.8958 -6.7775 5.0434
C -1.5351 -5.2486 4.2320
C -1.2080 -5.2615 2.8793
Cl -1.2240 -6.7184 1.9737
C -0.9749 -4.0617 2.2163
Cl -0.8086 -4.0422 0.4911
C -0.9300 -2.8124 2.8659
O -0.6819 -1.7133 2.2311
C -1.2430 -2.8211 4.2607
Cl -1.3075 -1.3083 5.0477
C -1.5034 -4.0141 4.9418
Cl -1.8598 -3.9897 6.6603
O 2.5631 0.9066 0.8085
C 2.6054 0.6515 -0.4245
O 2.4099 -0.5025 -0.8870
C 2.4803 1.8124 -1.3140
C 3.5537 2.4399 -1.9108
C 3.2980 3.4764 -2.7776
C 2.0082 3.8501 -3.0136
C 0.9766 3.2847 -2.2730
C 1.1187 2.1770 -1.4240
O 0.1867 1.5334 -0.8485
N -0.3331 3.9023 -2.5833
O -1.3636 3.2454 -2.7227
O -0.2624 5.1081 -2.7982
N 4.4280 4.1551 -3.3830
O 5.5786 3.7263 -3.2176
O 4.1279 5.1242 -4.0354
H 4.5399 2.0332 -1.8501
H 1.8449 4.6664 -3.7003
C -3.4677 0.1005 -0.0375
C -2.6827 -0.7952 -1.0006
O -1.2832 -0.6222 -0.8260
H -4.5482 0.0288 -0.1519
H -3.1385 1.1361 -0.1892
H -3.1994 -0.1690 0.9787
H -2.9913 -0.5394 -2.0417
H -2.9188 -1.8436 -0.8841
H -1.0285 0.2629 -1.1409
*
```

LUMO level	0.074	hartree
electronic energy	-118144.8680	eV